DFT (ωB97M-V with the def2-TZVPD basis set) results for 7 unconnected molecules or ions with the total composition C5H25NO7 at a distorted geometry.

```
38
Properties=species:S:1:pos:R:3:forces:R:3:nbo_charge:R:1
N 2.1872 -1.5817 0.2378 0.9 0.0 0.2 -0.905
C 0.9802 -0.8020 0.6180 0.5 -0.4 -1.3 -0.232
C 0.2377 -1.3760 1.8449 -0.7 -0.3 -1.9 -0.413
C -1.2701 -1.4034 1.5547 0.0 0.4 0.1 -0.379
C -1.9676 -0.0211 1.4179 -0.5 -1.6 0.6 -0.439
C -3.4467 -0.3041 1.5070 -1.3 0.9 -1.1 -0.048
O -3.9086 -0.9385 0.3164 -0.5 -0.1 -1.2 -0.778
H 2.1708 -2.0069 -0.6722 -0.6 0.2 -0.5 0.387
H 2.4678 -2.3546 0.8347 -0.3 0.5 0.5 0.368
H 1.3299 0.2375 0.6545 -0.5 0.0 0.7 0.185
H 0.3342 -0.8214 -0.2960 0.1 0.0 0.9 0.195
H 0.5522 -2.4331 1.8694 0.0 0.4 0.7 0.204
H 0.3811 -0.8361 2.7515 0.7 0.2 0.8 0.212
H -1.3563 -1.9558 0.6137 -0.5 -0.2 0.3 0.196
H -1.8048 -1.8980 2.4136 0.5 0.0 -1.0 0.197
H -1.7098 0.4916 2.3309 0.3 0.9 0.0 0.210
H -1.8351 0.5296 0.4839 0.7 0.0 0.3 0.219
H -3.7483 -0.8301 2.3972 0.1 -0.4 0.4 0.167
H -4.0839 0.6017 1.4428 0.7 -0.1 0.6 0.181
H -3.9582 -1.8926 0.2231 0.4 0.0 0.9 0.483
O 4.2708 0.7549 -0.3910 -0.6 0.1 0.2 -0.953
H 3.6329 0.0632 -0.1427 0.3 -0.6 0.2 0.482
H 3.8306 1.5260 -0.0136 0.3 0.2 -0.1 0.461
O 2.0559 0.8213 -2.3560 -0.1 -0.4 -0.5 -0.973
H 2.7714 0.8062 -3.0005 0.0 -0.1 0.1 0.487
H 2.3453 0.2091 -1.6684 0.0 0.1 0.0 0.491
O 0.5380 3.6150 1.3143 -0.3 -0.4 -0.8 -0.953
H -0.2736 3.8412 0.8384 -0.1 0.4 0.5 0.460
H 0.9229 3.1157 0.5700 0.4 0.1 0.3 0.482
O -2.1512 -0.0394 -2.0267 0.1 -0.1 -0.2 -0.963
H -3.0116 -0.3238 -1.6914 0.1 0.0 0.2 0.493
H -2.1273 0.9093 -1.8716 0.0 0.0 0.0 0.471
O 0.6915 -1.8011 -2.5653 -0.7 0.3 0.2 -0.952
H -0.1514 -2.1242 -2.2163 0.2 -0.3 -0.1 0.470
H 0.4466 -0.8713 -2.6895 0.5 0.0 -0.2 0.488
O 1.2876 3.1391 -1.3459 -1.1 1.0 1.0 -0.987
H 2.1854 3.4471 -1.2341 0.3 -0.3 -0.6 0.481
H 1.1843 2.5066 -2.0534 0.8 -0.4 -0.1 0.509
```
Forces are in eV/Å.

* E_HOMO: -0.348 Eh
* DFT total energy: -21412.60280 eV
* orbital gap: 9.82 eV
* relative energy (zero: lowest compared OMol25 entry of this formula, charge and spin): 21.7 kcal/mol